(1)
A molecular structure, C2H9N3O4PS2, computed with wB97M-V/def2-TZVPD.

Element x y z (Å)
N1 1.48617 -0.30303 2.06289
P1 0.50898 0.74832 2.72049
S1 -0.63232 1.95708 1.30888
O1 0.15284 3.17503 1.24295
O2 -1.96263 2.09156 1.84644
N2 -0.47726 1.18806 -0.05971
S2 -1.21773 -0.24375 -0.14687
O3 -1.51591 -0.82351 1.14923
O4 -2.30447 -0.20667 -1.09715
C1 0.06548 -1.27098 -0.85184
C2 0.00628 -1.37552 -2.37410
N3 0.59846 -0.26788 -3.10544
H1 2.43901 -0.05697 2.30427
H2 1.17689 1.72713 3.47598
H3 -0.47147 0.20214 3.56566
H4 1.02380 -0.92027 -0.47585
H5 -0.11733 -2.24920 -0.40387
H6 0.52844 -2.28918 -2.66692
H7 -1.03425 -1.48110 -2.67117
H8 0.15506 0.60846 -2.87283
H9 1.59193 -0.20970 -2.95105

Computed properties:
2S+1 = 1
LUMO level = 3.55 eV
energy above the lowest of the compared OMol25 structures with the same formula, charge and spin = 0.000 eV
frontier orbital gap = 8.93 eV
charge = -1

=====

(2)
2 unconnected molecules or ions with the total composition C2H9N4 at a distorted geometry, computed with wB97M-V/def2-TZVPD.

Element x y z (Å)
C1 2.66008 -0.22773 -0.15289
C2 -2.68315 -0.18163 -0.23436
N1 1.88834 -1.19129 0.26231
N2 2.14606 0.97337 -0.40064
N3 -1.60468 0.74070 0.08704
N4 -0.47297 0.39005 0.19036
H1 3.67291 -0.53624 0.02681
H2 -2.44695 -0.43081 -1.22278
H3 -2.64217 -0.98636 0.47674
H4 -3.77716 0.10557 -0.17538
H5 2.94034 1.71998 -0.40099
H6 1.16144 0.99205 -0.15143
H7 -1.91688 1.68785 0.06033
H8 2.15964 -2.18378 0.13171
H9 0.93829 -1.04517 0.45845

Computed properties:
2S+1 = 1
LUMO level = -3.48 eV
energy above the lowest of the compared OMol25 structures with the same formula, charge and spin = 3.319 eV
frontier orbital gap = 9.50 eV
charge = +1

=====

(3)
2 unconnected molecules or ions with the total composition C2H9N4O at a distorted geometry, computed with wB97M-V/def2-TZVPD.

Element x y z (Å)
N1 -0.72449 0.62009 1.26820
C1 -1.21377 0.82112 -0.02750
N2 -1.10763 2.06957 -0.52749
O1 -1.65431 -0.12255 -0.64058
H1 -1.27119 -0.11968 1.69772
H2 -0.74120 1.43851 1.87271
H3 -0.42778 2.71438 -0.15304
H4 -1.26979 2.13578 -1.51310
N3 0.73446 -1.79870 -0.68123
C2 1.85548 -1.28141 -0.25460
N4 1.96590 -0.42271 0.73511
H5 -0.17218 -1.34560 -0.52432
H6 0.72208 -2.63411 -1.22439
H7 2.79674 -1.54399 -0.72516
H8 2.87003 -0.01323 0.84381
H9 1.14302 0.05448 1.13342

Computed properties:
2S+1 = 1
LUMO level = -3.33 eV
energy above the lowest of the compared OMol25 structures with the same formula, charge and spin = 0.000 eV
frontier orbital gap = 11.10 eV
charge = +1

=====

(4)
A molecular structure, C2H9N4P3 at a distorted geometry, computed with wB97M-V/def2-TZVPD.

Element x y z (Å)
C1 -1.63783 1.03439 -0.08685
C2 -2.00490 -1.12606 0.86805
N1 2.76996 1.23505 -1.29828
N2 1.53960 0.01052 0.78649
N3 0.44349 0.08563 -1.76395
N4 -1.19047 -0.42009 -0.13289
P1 1.74838 0.86906 -2.43905
P2 2.99610 1.05715 0.23561
P3 0.49258 -0.57641 -0.34058
H1 -2.38988 1.31633 -0.74565
H2 -1.94509 1.40018 0.89946
H3 -0.85535 1.74003 -0.27944
H4 -3.03549 -1.28268 0.43102
H5 -1.51449 -2.03940 1.10300
H6 -2.03857 -0.62260 1.89223
H7 1.99149 -0.74783 1.34785
H8 3.88140 0.04036 -0.04519
H9 0.74908 -1.97361 -0.43184

Computed properties:
2S+1 = 1
LUMO level = 0.27 eV
energy above the lowest of the compared OMol25 structures with the same formula, charge and spin = 0.000 eV
frontier orbital gap = 8.63 eV

=====

Number 1: total energy -1684.580542 Eh. Number 2: total energy -300.297345 Eh. Number 3: total energy -375.697522 Eh. Number 4: total energy -1324.670362 Eh.